Density functional theory data (ωB97M-V/def2-TZVPD) for a structure of composition C5H4OPb at a distorted geometry.

Last column: Löwdin charge in e.
Atoms and positions in Å:
Pb 0.4055 -2.3911 2.7746  0.16
O -1.9354 1.4503 2.8207  0.17
C -0.0080 -0.0454 0.0818  -0.20
C 0.0490 0.4079 -1.5174  -0.12
C -1.2283 0.9711 2.0270  -0.20
C 0.9131 -0.6209 -0.8185  -0.18
C -0.3988 0.2730 1.3013  -0.13
H 0.9754 -1.6839 -1.0548  0.10
H 1.6439 -0.1335 -1.7115  0.21
H 0.1082 1.5004 -1.4644  0.10
H -0.5246 0.2722 -2.4387  0.09

Values from the calculation:
Calculated total energy   -12535.531 eV
F_max   0.092 Eh/bohr
Energy relative to the best compared isomer or geometry (same formula, charge and spin)   1.148 eV
HOMO (alpha / beta)   -5.98 / -6.00 eV